Entry 1:
54
Properties=species:S:1:pos:R:3 method="wB97M-V/def2-TZVPD" de_lowest_kcal_mol=0.0 gap_ev="6.16 / 6.16" e_homo_ev="-5.055 / -5.055" total_charge=-1
Os 1.100 -1.955 1.565
Se 5.044 -4.511 3.917
Sb 3.975 -2.388 3.766
Se 3.338 -1.671 1.319
Se 1.323 -2.663 3.696
Se 4.649 -0.511 5.066
C 1.456 2.123 1.601
C 0.172 2.076 0.758
C -1.011 1.700 1.663
C -0.071 3.459 0.140
Si 0.333 0.742 -0.562
O 0.679 -0.680 0.145
C -1.316 0.542 -1.449
C -1.925 1.537 -2.231
C -3.164 1.334 -2.831
C -3.827 0.125 -2.659
C -3.244 -0.874 -1.889
C -2.003 -0.670 -1.291
C 1.667 1.209 -1.801
C 1.386 1.558 -3.130
C 2.401 1.882 -4.026
C 3.726 1.851 -3.615
C 4.032 1.493 -2.307
C 3.014 1.176 -1.414
H 1.304 2.774 2.473
H 2.299 2.528 1.033
H 1.744 1.138 1.976
H -1.133 2.452 2.454
H -0.848 0.733 2.148
H -1.949 1.639 1.104
H -0.078 4.225 0.926
H -1.036 3.512 -0.372
H 0.711 3.728 -0.578
H -1.428 2.489 -2.380
H -3.612 2.118 -3.431
H -4.793 -0.036 -3.125
H -3.758 -1.819 -1.753
H -1.558 -1.452 -0.683
H 0.360 1.565 -3.478
H 2.156 2.150 -5.047
H 4.519 2.090 -4.314
H 5.065 1.451 -1.982
H 3.278 0.882 -0.403
C -2.426 -2.693 2.810
C -1.499 -3.568 1.983
C -2.246 -4.451 1.001
O -0.620 -2.722 1.260
H -3.196 -3.297 3.295
H -2.907 -1.955 2.162
H -1.861 -2.160 3.575
H -0.923 -4.204 2.659
H -2.714 -3.829 0.234
H -3.023 -5.025 1.511
H -1.563 -5.145 0.510

---

Entry 2:
10
Properties=species:S:1:pos:R:3 method="wB97M-V/def2-TZVPD" de_lowest_kcal_mol=151.9 gap_ev=10.22 e_homo_ev=-10.273
C -0.225 0.808 0.178
N 0.422 -0.238 -0.266
N 2.294 0.178 0.125
O -2.338 -1.193 0.262
O -1.523 0.969 0.246
O -2.397 -0.023 -0.446
H 0.135 1.889 0.472
H 2.594 -0.706 0.520
H 2.651 -0.017 -0.908
H -1.614 -1.668 -0.182

---

Entry 3:
17
Properties=species:S:1:pos:R:3 method="wB97M-V/def2-TZVPD" de_lowest_kcal_mol=0.0 gap_ev=9.08 e_homo_ev=-9.578
C 0.915 0.343 -1.611
C -0.458 -0.120 0.192
C -0.398 -0.217 -2.068
C 1.615 1.210 0.580
C -1.450 -1.112 2.039
N 0.735 0.489 -0.293
N -0.498 -0.311 1.442
O 1.914 0.612 -2.209
O -1.139 -0.517 -0.940
I -0.087 -1.918 -3.239
I -1.283 1.460 -3.132
H 1.668 0.672 1.604
H 2.497 1.154 0.088
H 1.115 2.278 0.882
H -1.120 -2.111 2.001
H -1.508 -0.804 3.071
H -2.517 -1.107 1.595

---

Entry 4:
13
Properties=species:S:1:pos:R:3 method="wB97M-V/def2-TZVPD" de_lowest_kcal_mol=79.2 gap_ev=10.15 e_homo_ev=-9.556
C 1.867 0.511 0.194
C 0.596 1.313 -0.190
C -0.683 0.974 -0.083
C -2.195 -0.728 0.297
H 1.637 -2.333 -0.682
H 2.659 0.991 0.703
H 0.793 2.323 -0.532
H -1.454 1.521 -0.469
H -2.294 -1.734 0.821
N 2.065 -0.772 0.154
O 1.055 -1.582 -0.392
O -0.957 -0.257 0.494
O -3.089 -0.229 -0.313

---

Entry 5:
25
Properties=species:S:1:pos:R:3 method="wB97M-V/def2-TZVPD" de_lowest_kcal_mol=46.0 gap_ev=8.62 e_homo_ev=-4.983 total_charge=-1
C -2.689 -0.323 -0.425
C -1.580 0.535 -0.284
C -0.616 -0.332 0.056
C 2.172 -0.419 -0.794
C -1.249 1.977 -0.449
C 0.311 2.103 -0.521
C 1.052 1.537 0.672
C 1.351 0.108 0.457
C -0.435 -2.789 0.403
N -2.429 -1.578 -0.249
N -1.142 -1.570 0.047
O 2.847 -1.423 -0.438
O 2.151 0.203 -1.889
O 1.685 -0.667 1.535
H -3.728 -0.097 -0.453
H -1.826 2.443 -1.228
H -1.401 2.577 0.554
H 0.827 1.678 -1.473
H 0.581 3.156 -0.377
H 2.016 2.090 0.804
H 0.621 1.556 1.643
H 0.616 -2.489 0.310
H -0.747 -3.271 1.428
H -0.536 -3.626 -0.429
H 2.150 -1.379 1.100

---

Entry 6:
7
Properties=species:S:1:pos:R:3 method="wB97M-V/def2-TZVPD" de_lowest_kcal_mol=11.1 gap_ev=9.37 e_homo_ev=-10.094
C -0.979 0.072 -0.126
C 0.585 0.093 0.035
O -1.513 0.390 -1.125
Br 1.565 1.098 -1.241
Br 1.204 0.566 1.894
I 0.768 -2.052 -0.253
H -1.631 -0.167 0.816

---

Entry 7:
21
Properties=species:S:1:pos:R:3 method="wB97M-V/def2-TZVPD" de_lowest_kcal_mol=238.4 gap_ev=2.79 e_homo_ev=-4.190 total_charge=-2
Sr 1.958 -0.728 -0.855
Cl -0.073 3.719 -4.473
O 0.803 4.717 -4.972
O -1.021 3.754 -5.534
O 0.500 2.461 -4.157
O -0.719 4.482 -3.357
Cl -2.523 -4.486 -0.751
O -1.668 -3.564 -0.223
O -3.062 -4.140 -2.089
O -2.171 -5.939 -0.760
O -3.420 -4.605 0.325
Cl -2.592 2.105 1.775
O -1.788 2.822 2.564
O -3.089 0.958 2.447
O -3.470 2.924 1.076
O -1.681 1.612 0.724
Cl 4.684 -1.149 3.685
O 5.447 0.061 3.434
O 5.124 -1.738 4.914
O 3.315 -1.130 3.267
O 5.447 -2.138 2.960